# 1
The following is a DFT calculation (ωB97M-V with the def2-TZVPD basis set) of C23H49CeN2O2P2 as an isolated structure at a distorted geometry.

The geometry in ORCA input format:
```
! wB97M-V def2-TZVPD RIJCOSX def2/J DEFGRID3
* xyz 3 1
Ce -0.244 0.498 -0.568
P 2.171 1.382 -1.076
P -2.864 0.416 -0.573
N -0.625 2.933 -0.681
C 1.872 3.040 -0.266
H 2.580 3.117 0.576
H 2.162 3.832 -0.974
C 0.447 3.378 0.256
H 0.241 2.879 1.217
H 0.396 4.459 0.482
C -2.078 3.271 -0.399
H -2.562 3.565 -1.345
H -2.143 4.161 0.247
C -2.840 2.076 0.263
H -3.902 2.333 0.390
H -2.446 1.926 1.289
C -3.558 -0.985 0.448
C -2.481 -1.731 1.246
H -2.117 -1.161 2.114
H -1.612 -2.013 0.621
H -2.862 -2.691 1.627
C -3.646 0.598 -2.207
C -3.341 -0.582 -3.166
H -3.177 -0.218 -4.191
H -4.167 -1.298 -3.196
H -2.422 -1.127 -2.908
C 2.865 1.572 -2.758
C 3.375 0.247 -3.364
H 3.431 0.316 -4.456
H 2.700 -0.596 -3.173
H 4.367 -0.034 -3.001
C 3.321 0.387 -0.018
C 3.372 -1.111 -0.352
H 3.840 -1.654 0.483
H 3.968 -1.307 -1.251
H 2.388 -1.572 -0.510
C 0.090 -1.694 -1.853
C -5.117 0.920 -1.915
H -5.415 0.830 -0.856
H -5.329 1.964 -2.182
H -5.796 0.287 -2.492
C 3.837 2.765 -2.750
H 4.739 2.586 -3.344
H 3.357 3.660 -3.160
H 4.184 3.062 -1.752
C 4.686 1.055 -0.025
H 5.365 0.529 0.660
H 5.145 1.039 -1.018
H 4.633 2.092 0.324
C -4.296 -1.974 -0.454
H -3.591 -2.407 -1.173
H -4.684 -2.815 0.135
H -5.136 -1.549 -1.011
H -4.245 -0.503 1.157
H 2.909 0.492 1.001
H -3.179 1.491 -2.665
H 1.971 1.841 -3.350
O 0.226 -2.703 -2.407
H -0.380 3.209 -1.645
H -0.465 0.834 -2.400
O 0.201 0.034 1.516
C 0.648 -0.940 2.228
C 0.905 -0.717 3.666
C -0.024 -1.571 4.512
C 0.422 -3.038 4.589
C 0.386 -3.824 3.274
C 1.369 -3.338 2.222
N 0.860 -2.099 1.603
H 1.964 -0.892 3.871
H 0.659 0.342 3.827
H -0.049 -1.148 5.533
H -1.061 -1.512 4.143
H 1.447 -3.059 4.990
H -0.226 -3.552 5.318
H 0.640 -4.884 3.486
H -0.636 -3.839 2.863
H 2.357 -3.134 2.673
H 1.514 -4.073 1.433
H 0.704 -2.078 0.601
*
```

Results
ΔE to the lowest compared entry with this formula, charge and spin, kcal/mol: 24.7

# 2
The following is a DFT calculation (ωB97M-V with the def2-TZVPD basis set) of C23H49CrIN5SSi4Te as an isolated structure.

The geometry in ORCA input format:
```
! wB97M-V def2-TZVPD RIJCOSX def2/J DEFGRID3
* xyz 1 5
Cr -0.554 -2.572 0.306
C 1.828 -4.268 2.824
C 0.600 -3.505 3.171
N -0.278 -2.901 2.381
C -1.212 -2.300 3.219
C -0.891 -2.544 4.507
N 0.254 -3.305 4.457
H 1.713 -4.819 1.900
H 2.062 -4.972 3.623
H 2.676 -3.593 2.699
H -2.033 -1.730 2.826
H -1.360 -2.261 5.432
H 0.761 -3.670 5.246
C 2.607 0.156 -2.968
C 3.396 -1.047 -2.477
N 2.614 -1.936 -1.615
C 2.003 -3.088 -1.852
S 1.342 -3.961 -0.496
N 1.888 -3.671 -3.040
C 2.056 -3.142 -4.396
C 3.283 -3.703 -5.097
H 3.261 0.835 -3.516
H 2.175 0.698 -2.126
H 1.779 -0.135 -3.615
H 4.241 -0.714 -1.872
H 3.821 -1.625 -3.293
H 2.487 -1.610 -0.667
H 1.415 -4.559 -2.978
H 2.071 -2.059 -4.355
H 1.151 -3.408 -4.942
H 4.201 -3.429 -4.577
H 3.339 -3.324 -6.118
H 3.239 -4.791 -5.143
I -0.941 -1.378 -2.080
C -2.542 -2.735 0.503
C -3.908 -2.530 0.634
C -4.725 -3.633 0.450
C -4.178 -4.882 0.144
C -2.810 -5.003 0.025
N -2.054 -3.921 0.219
H -4.315 -1.553 0.856
H -5.800 -3.533 0.536
H -4.815 -5.742 -0.005
H -2.314 -5.933 -0.220
C -3.029 2.025 -1.601
Si -1.369 2.881 -1.586
C -0.327 2.456 -3.081
C -1.605 4.743 -1.552
Si -0.236 2.409 0.429
Te 0.364 -0.044 0.803
Si -1.667 2.664 2.285
C -2.386 4.396 2.334
C -3.070 1.418 2.169
C -0.681 2.356 3.852
Si 1.830 3.499 0.749
C 2.874 3.382 -0.803
C 1.418 5.286 1.145
C 2.763 2.741 2.186
H -3.549 2.237 -2.540
H -3.657 2.385 -0.784
H -2.927 0.944 -1.511
H -0.848 2.771 -3.990
H -0.137 1.385 -3.160
H 0.631 2.979 -3.050
H -2.187 5.050 -2.425
H -0.647 5.265 -1.599
H -2.134 5.089 -0.663
H -2.999 4.599 1.454
H -1.614 5.165 2.394
H -3.030 4.503 3.212
H -3.851 1.767 1.491
H -3.522 1.285 3.156
H -2.725 0.443 1.816
H 0.058 3.142 4.019
H -0.155 1.398 3.828
H -1.355 2.347 4.713
H 2.325 3.685 -1.696
H 3.233 2.361 -0.949
H 3.751 4.029 -0.715
H 0.801 5.753 0.375
H 2.336 5.874 1.237
H 0.885 5.357 2.095
H 2.772 1.650 2.139
H 2.330 3.038 3.143
H 3.802 3.083 2.170
*
```

Results
ΔE to the lowest compared entry with this formula, charge and spin, kcal/mol: 0.0
<S²>: 6.0975

# 3
The following is a DFT calculation (ωB97M-V with the def2-TZVPD basis set) of C23H49InN3OP4 as an isolated structure at a distorted geometry.

The geometry in ORCA input format:
```
! wB97M-V def2-TZVPD RIJCOSX def2/J DEFGRID3
* xyz 3 1
In -0.276 0.088 0.420
P 0.613 -0.303 3.150
P -1.418 -2.402 0.673
P 0.247 2.695 0.854
H -6.762 1.086 -4.194
C -6.132 1.817 -4.718
C -5.048 1.503 -5.446
H -4.798 0.516 -5.844
C -0.666 0.174 4.378
C 0.982 -2.020 3.698
C 2.104 0.567 3.794
C -2.212 -2.758 -0.925
C -0.519 -3.939 1.034
C -2.860 -2.463 1.836
C -0.147 3.547 -0.710
C 1.905 3.297 1.313
C -0.843 3.540 2.079
H -6.436 2.881 -4.634
H -4.358 2.312 -5.721
H -0.331 -0.016 5.407
H -1.584 -0.394 4.193
H -0.916 1.236 4.271
H 1.236 -2.050 4.765
H 1.826 -2.431 3.134
H 0.129 -2.682 3.537
H 1.912 1.027 4.771
H 2.405 1.364 3.109
H 2.960 -0.111 3.893
H -2.531 -3.809 -0.955
H -1.490 -2.570 -1.730
H -3.080 -2.107 -1.086
H -1.221 -4.677 1.438
H 0.275 -3.760 1.764
H -0.078 -4.324 0.110
H -3.414 -3.405 1.656
H -3.513 -1.594 1.641
H -2.498 -2.430 2.880
H 0.234 4.578 -0.671
H -1.232 3.550 -0.882
H 0.327 3.008 -1.541
H 2.048 4.298 0.879
H 2.677 2.621 0.915
H 2.003 3.362 2.408
H -0.887 4.617 1.836
H -0.439 3.404 3.097
H -1.850 3.100 2.022
C -2.162 0.725 -1.929
C -3.305 0.795 -1.095
C -4.271 1.750 -1.349
C -4.171 2.584 -2.464
C -3.213 2.239 -3.431
C -2.252 1.298 -3.216
O -1.005 0.225 -1.571
H -1.821 0.597 1.215
H -3.323 0.159 -0.207
H -5.123 1.812 -0.675
H -4.872 3.405 -2.667
H -3.264 2.656 -4.431
H -1.475 1.060 -3.939
C 4.905 -2.389 -0.009
N 3.748 -2.832 -0.819
C 3.832 -2.209 -2.159
N 3.938 -0.734 -2.122
C 5.074 -0.347 -1.267
N 5.010 -0.924 0.094
C 3.910 -0.352 0.874
P 2.268 -0.709 0.051
C 2.479 -2.554 -0.171
C 2.682 -0.119 -1.668
H 5.812 -2.762 -0.501
H 4.823 -2.813 0.996
H 2.939 -2.488 -2.733
H 4.741 -2.588 -2.642
H 5.112 0.745 -1.188
H 5.985 -0.724 -1.746
H 3.899 -0.789 1.880
H 4.034 0.736 0.964
H 2.434 -3.044 0.813
H 1.652 -2.951 -0.777
H 2.781 0.977 -1.662
H 1.853 -0.375 -2.348
*
```

Results
ΔE to the lowest compared entry with this formula, charge and spin, kcal/mol: 43.5

# 4
The following is a DFT calculation (ωB97M-V with the def2-TZVPD basis set) of C23H50B3O13P as an isolated structure at a distorted geometry.

The geometry in ORCA input format:
```
! wB97M-V def2-TZVPD RIJCOSX def2/J DEFGRID3
* xyz 0 1
O -3.309 2.229 3.900
C -2.919 2.304 2.794
O -1.566 2.377 2.507
B -1.030 1.293 1.851
O -0.577 1.473 0.556
B -0.361 0.300 -0.122
O -1.139 -0.787 0.263
B -0.901 -1.027 1.613
C -0.580 -2.487 2.078
P 1.136 -2.946 1.879
O 1.489 -4.168 2.607
O 2.090 -1.712 2.283
O 1.312 -3.123 0.307
O -0.909 0.063 2.460
C -3.776 2.327 1.586
C -3.909 3.464 0.801
C -4.704 3.429 -0.336
C -5.381 2.260 -0.675
C -5.242 1.124 0.116
C -4.447 1.147 1.255
H 0.511 0.138 -0.911
H -1.102 -3.150 1.390
H -0.907 -2.719 3.084
H 2.235 -1.154 1.508
H 2.268 -3.074 0.093
H -3.411 4.385 1.059
H -4.808 4.297 -0.962
H -6.025 2.202 -1.532
H -5.770 0.215 -0.121
H -4.342 0.287 1.896
C -8.466 5.218 -0.725
C -8.224 4.773 -2.159
C -9.494 4.853 -2.991
O -7.703 3.442 -2.176
H -9.204 4.570 -0.245
H -7.546 5.154 -0.144
H -8.832 6.245 -0.686
H -7.452 5.398 -2.611
H -10.263 4.195 -2.576
H -9.303 4.529 -4.014
H -9.889 5.870 -3.015
H -8.365 2.863 -1.781
C -1.172 7.005 -0.743
C -1.968 5.810 -1.246
C -1.482 5.346 -2.610
O -3.361 6.136 -1.305
H -1.284 7.852 -1.425
H -1.535 7.322 0.235
H -0.111 6.767 -0.661
H -1.882 4.990 -0.534
H -1.603 6.143 -3.349
H -2.065 4.490 -2.951
H -0.430 5.062 -2.579
H -3.461 6.859 -1.933
C -0.695 -4.797 5.592
C 0.480 -5.383 6.355
C 1.233 -4.306 7.123
O 1.350 -6.052 5.446
H -0.317 -4.071 4.870
H -1.217 -5.576 5.036
H -1.411 -4.300 6.250
H 0.128 -6.146 7.052
H 1.631 -3.558 6.432
H 2.077 -4.740 7.659
H 0.585 -3.802 7.842
H 1.661 -5.407 4.796
C 4.162 -5.232 -3.004
C 4.137 -3.894 -2.287
C 5.537 -3.341 -2.081
O 3.465 -4.037 -1.027
H 4.714 -5.970 -2.416
H 3.150 -5.614 -3.142
H 4.638 -5.144 -3.981
H 3.543 -3.182 -2.862
H 6.133 -4.021 -1.466
H 5.501 -2.383 -1.562
H 6.054 -3.197 -3.028
H 3.964 -4.665 -0.491
C 10.628 -3.045 -2.086
C 9.612 -2.920 -3.210
C 10.215 -2.248 -4.434
O 8.467 -2.193 -2.762
H 10.971 -2.056 -1.771
H 10.180 -3.529 -1.217
H 11.496 -3.627 -2.398
H 9.245 -3.911 -3.482
H 10.546 -1.236 -4.188
H 9.474 -2.167 -5.230
H 11.072 -2.808 -4.812
H 8.758 -1.310 -2.513
*
```

Results
Energy, a.u.: -2300.8301

# 5
The following is a DFT calculation (ωB97M-V with the def2-TZVPD basis set) of C23H50FN2O5Sr as an isolated structure at a distorted geometry.

The geometry in ORCA input format:
```
! wB97M-V def2-TZVPD RIJCOSX def2/J DEFGRID3
* xyz -1 1
Sr 9.614 10.994 -25.466
C 7.793 7.383 -29.111
C 7.717 8.912 -28.851
C 6.563 9.444 -29.706
C 5.191 9.090 -29.101
C 5.188 9.722 -27.719
C 6.208 9.088 -26.784
N 7.504 9.217 -27.458
O 8.607 8.939 -26.644
C 5.929 7.596 -26.489
C 6.204 9.835 -25.471
C 9.015 9.516 -29.296
H 6.861 6.826 -29.172
H 8.451 6.868 -28.405
H 8.296 7.242 -30.085
H 6.655 9.045 -30.721
H 6.631 10.539 -29.732
H 5.066 8.014 -29.023
H 4.414 9.515 -29.740
H 4.184 9.546 -27.287
H 5.266 10.811 -27.777
H 5.185 7.417 -25.712
H 6.876 7.116 -26.235
H 5.614 7.065 -27.392
H 6.930 9.427 -24.763
H 5.242 9.952 -24.973
H 6.609 10.858 -25.559
H 9.116 9.432 -30.384
H 9.835 8.928 -28.881
H 9.074 10.554 -28.975
C 14.273 12.820 -23.364
C 13.153 12.698 -22.300
C 13.492 13.566 -21.077
C 13.254 15.056 -21.307
C 11.805 15.185 -21.737
C 11.516 14.423 -23.034
N 11.827 13.035 -22.753
O 11.316 12.157 -23.684
C 12.306 15.067 -24.206
C 10.047 14.542 -23.403
C 13.151 11.256 -21.799
H 14.764 13.796 -23.346
H 13.816 12.714 -24.351
H 15.034 12.048 -23.243
H 14.506 13.301 -20.742
H 12.890 13.314 -20.197
H 13.952 15.496 -22.025
H 13.398 15.615 -20.374
H 11.413 16.211 -21.753
H 11.203 14.697 -20.960
H 11.930 16.060 -24.469
H 12.228 14.382 -25.063
H 13.382 15.157 -24.068
H 9.888 14.077 -24.373
H 9.754 15.598 -23.466
H 9.404 14.054 -22.671
H 14.140 10.992 -21.411
H 12.850 10.552 -22.576
H 12.426 11.106 -20.993
F 8.231 11.706 -23.557
C 7.097 13.530 -29.029
C 7.840 13.533 -27.715
C 7.087 14.209 -26.604
O 8.118 12.179 -27.309
H 6.294 12.787 -29.041
H 7.747 13.336 -29.887
H 6.652 14.505 -29.252
H 8.787 14.057 -27.854
H 7.713 14.213 -25.710
H 6.129 13.733 -26.398
H 6.907 15.265 -26.844
H 7.379 11.625 -27.607
C 11.952 11.364 -28.146
C 12.091 12.667 -27.376
O 10.916 12.897 -26.605
O 11.516 10.327 -27.296
H 12.925 11.180 -28.611
H 11.203 11.521 -28.933
H 12.182 13.467 -28.122
H 12.982 12.666 -26.740
H 10.944 13.776 -26.214
H 11.702 9.485 -27.718
*
```

Results
ΔE to the lowest compared entry with this formula, charge and spin, kcal/mol: 0.0

# 6
The following is a DFT calculation (ωB97M-V with the def2-TZVPD basis set) of C23H50GaN2O2P3 as an isolated structure at a distorted geometry.

The geometry in ORCA input format:
```
! wB97M-V def2-TZVPD RIJCOSX def2/J DEFGRID3
* xyz 2 1
Ga 0.261 0.166 -1.100
P 2.621 -0.964 -1.536
C 2.608 -1.915 -3.016
C 1.491 -1.871 -3.866
N 0.352 -1.364 -3.307
C -0.829 -1.533 -3.881
C -0.935 -2.254 -5.088
C 0.235 -2.630 -5.763
C 1.457 -2.297 -5.199
C -2.114 -0.937 -3.311
P -1.864 0.643 -2.330
H 2.392 -2.404 -5.724
H -1.948 -2.551 -5.390
H 0.160 -3.194 -6.701
H -2.777 -0.624 -4.151
H -2.612 -1.670 -2.653
H 2.268 2.209 -5.826
H 3.599 -2.289 -3.410
H -0.094 4.956 -1.982
O 2.726 2.929 -5.431
H 3.581 2.676 -5.124
H 1.410 0.356 -2.346
O 0.101 4.604 -1.105
H 0.683 3.860 -1.300
C -1.674 1.770 -3.748
H -2.536 1.580 -4.403
H -1.641 2.799 -3.347
H -0.706 1.560 -4.230
C -3.482 1.128 -1.626
H -3.319 1.877 -0.834
H -4.101 1.593 -2.409
H -4.030 0.274 -1.195
C 2.771 -2.467 -0.454
H 3.740 -2.796 -0.859
H 2.808 -2.379 0.645
H 1.947 -3.112 -0.805
C 3.774 0.384 -0.962
H 3.599 0.737 0.070
H 4.795 -0.010 -1.064
H 3.647 1.275 -1.593
C -3.049 0.605 2.057
C -1.726 1.257 2.518
C -1.548 2.553 1.690
C -1.852 1.620 4.006
P -0.309 0.087 2.187
N -0.030 0.028 0.636
C 1.221 0.596 3.083
C 1.139 0.342 4.600
C 2.442 -0.173 2.507
C 1.473 2.096 2.819
C -0.811 -1.727 2.700
C -1.723 -2.299 1.589
C 0.464 -2.597 2.722
C -1.502 -1.757 4.080
H -3.852 1.364 2.112
H -3.348 -0.242 2.693
H -2.980 0.277 1.008
H -2.476 3.147 1.777
H -0.716 3.163 2.060
H -1.362 2.324 0.628
H -1.960 0.746 4.659
H -1.020 2.231 4.368
H -2.763 2.226 4.112
H 1.115 -0.721 4.872
H 2.055 0.771 5.031
H 0.293 0.852 5.069
H 2.359 -0.256 1.414
H 3.359 0.398 2.732
H 2.565 -1.179 2.936
H 1.459 2.315 1.740
H 0.754 2.732 3.351
H 2.476 2.333 3.208
H -1.237 -2.131 0.615
H -1.869 -3.385 1.727
H -2.713 -1.827 1.567
H 1.128 -2.337 3.558
H 0.194 -3.662 2.847
H 1.006 -2.509 1.764
H -0.868 -1.311 4.861
H -2.477 -1.250 4.090
H -1.676 -2.811 4.363
*
```

Results
Energy, a.u.: -4114.5582

Question: What is the formula in the second record?
Answer: C23H49CrIN5SSi4Te

Please write out number 4 again, unchanged.
The following is a DFT calculation (ωB97M-V with the def2-TZVPD basis set) of C23H50B3O13P as an isolated structure at a distorted geometry.

The geometry in ORCA input format:
```
! wB97M-V def2-TZVPD RIJCOSX def2/J DEFGRID3
* xyz 0 1
O -3.309 2.229 3.900
C -2.919 2.304 2.794
O -1.566 2.377 2.507
B -1.030 1.293 1.851
O -0.577 1.473 0.556
B -0.361 0.300 -0.122
O -1.139 -0.787 0.263
B -0.901 -1.027 1.613
C -0.580 -2.487 2.078
P 1.136 -2.946 1.879
O 1.489 -4.168 2.607
O 2.090 -1.712 2.283
O 1.312 -3.123 0.307
O -0.909 0.063 2.460
C -3.776 2.327 1.586
C -3.909 3.464 0.801
C -4.704 3.429 -0.336
C -5.381 2.260 -0.675
C -5.242 1.124 0.116
C -4.447 1.147 1.255
H 0.511 0.138 -0.911
H -1.102 -3.150 1.390
H -0.907 -2.719 3.084
H 2.235 -1.154 1.508
H 2.268 -3.074 0.093
H -3.411 4.385 1.059
H -4.808 4.297 -0.962
H -6.025 2.202 -1.532
H -5.770 0.215 -0.121
H -4.342 0.287 1.896
C -8.466 5.218 -0.725
C -8.224 4.773 -2.159
C -9.494 4.853 -2.991
O -7.703 3.442 -2.176
H -9.204 4.570 -0.245
H -7.546 5.154 -0.144
H -8.832 6.245 -0.686
H -7.452 5.398 -2.611
H -10.263 4.195 -2.576
H -9.303 4.529 -4.014
H -9.889 5.870 -3.015
H -8.365 2.863 -1.781
C -1.172 7.005 -0.743
C -1.968 5.810 -1.246
C -1.482 5.346 -2.610
O -3.361 6.136 -1.305
H -1.284 7.852 -1.425
H -1.535 7.322 0.235
H -0.111 6.767 -0.661
H -1.882 4.990 -0.534
H -1.603 6.143 -3.349
H -2.065 4.490 -2.951
H -0.430 5.062 -2.579
H -3.461 6.859 -1.933
C -0.695 -4.797 5.592
C 0.480 -5.383 6.355
C 1.233 -4.306 7.123
O 1.350 -6.052 5.446
H -0.317 -4.071 4.870
H -1.217 -5.576 5.036
H -1.411 -4.300 6.250
H 0.128 -6.146 7.052
H 1.631 -3.558 6.432
H 2.077 -4.740 7.659
H 0.585 -3.802 7.842
H 1.661 -5.407 4.796
C 4.162 -5.232 -3.004
C 4.137 -3.894 -2.287
C 5.537 -3.341 -2.081
O 3.465 -4.037 -1.027
H 4.714 -5.970 -2.416
H 3.150 -5.614 -3.142
H 4.638 -5.144 -3.981
H 3.543 -3.182 -2.862
H 6.133 -4.021 -1.466
H 5.501 -2.383 -1.562
H 6.054 -3.197 -3.028
H 3.964 -4.665 -0.491
C 10.628 -3.045 -2.086
C 9.612 -2.920 -3.210
C 10.215 -2.248 -4.434
O 8.467 -2.193 -2.762
H 10.971 -2.056 -1.771
H 10.180 -3.529 -1.217
H 11.496 -3.627 -2.398
H 9.245 -3.911 -3.482
H 10.546 -1.236 -4.188
H 9.474 -2.167 -5.230
H 11.072 -2.808 -4.812
H 8.758 -1.310 -2.513
*
```

Results
Energy, a.u.: -2300.8301

Question: Number 6 is which compound?
Answer: C23H50GaN2O2P3